12
Properties=species:S:1:pos:R:3:forces:R:3 method="wB97M-V/def2-TZVPD" total_energy_ev=-8336.4149 relative_energy_kj_mol=390.4 homo_energy_ha=-0.3186 smiles="C1=CC1.O=CO" lumo_energy_ev=0.97 orbital_gap_ev=9.64
O 1.290548 1.434372 -0.080288 0.0 -0.1 -0.1
C 1.917576 0.325572 -0.192021 0.0 -0.3 0.0
O 1.426260 -0.819178 -0.111623 0.0 0.6 0.0
C -0.436715 -0.854268 0.441413 0.0 0.1 0.1
C -1.312804 -0.336737 -0.623991 -0.1 -0.1 -0.2
C -0.960145 0.387824 0.661476 0.0 0.1 0.2
H 2.997246 0.417353 -0.381774 0.0 0.0 0.0
H -0.283406 -1.808707 0.925065 -0.1 0.2 -0.1
H -0.889073 0.032987 -1.564420 -0.1 -0.1 0.3
H -2.258849 -0.864924 -0.741767 0.1 0.0 -0.1
H 0.236759 1.176746 0.255889 0.0 -0.2 0.0
H -1.532970 0.758374 1.505181 0.1 -0.1 -0.2

17
Properties=species:S:1:pos:R:3:forces:R:3 method="wB97M-V/def2-TZVPD" total_energy_ev=-7414.0742 relative_energy_kj_mol=671.6 homo_energy_ha="-0.3007 / -0.3007" lumo_energy_ev="0.05 / 0.06" orbital_gap_ev="8.24 / 8.24"
C 0.805657 -0.909538 -0.203543 -1.4 0.9 0.2
C 1.060756 -2.200033 -0.263269 0.3 0.3 -0.9
C -3.323504 -0.027000 -0.289134 -2.4 1.9 -3.2
C -2.329296 -0.477304 0.392367 3.2 2.5 -3.3
C -0.225309 0.061631 -0.509585 -2.6 -1.9 2.6
C 0.888681 0.463591 0.331481 2.5 0.2 4.4
C 2.166102 1.294131 0.057228 0.0 -0.7 -0.5
H 1.993437 -2.616063 0.124654 -0.6 -0.2 -0.1
H 0.358204 -2.698040 -0.939592 0.6 -0.7 0.5
H -4.438939 -0.128940 -0.277585 0.9 -0.7 1.3
H -3.297573 0.650717 -1.239984 1.2 -1.1 1.6
H -2.139868 -1.013962 1.225209 0.3 -1.7 2.4
H -0.592662 0.507689 -1.351151 -0.6 0.9 -2.3
H 0.780573 0.566025 1.513781 -0.5 -0.6 -2.4
H 2.125853 1.787717 -0.895854 0.1 0.2 -0.6
H 3.067996 0.639659 0.093304 -0.7 0.3 -0.2
H 2.336048 2.049439 0.802297 -0.2 0.4 0.4

58
Properties=species:S:1:pos:R:3:forces:R:3 method="wB97M-V/def2-TZVPD" total_energy_ev=-119364.6874 homo_energy_ha="-0.3166 / -0.3184" lumo_energy_ev="-5.94 / -5.45" spin_multiplicity=2 orbital_gap_ev="2.67 / 3.22" s_squared=1.181 total_charge=+1
Ru -0.969579 0.650515 0.247393 0.8 -0.6 -0.3
O -2.314429 -0.440974 2.052992 0.0 0.1 0.1
C -3.657585 -0.126348 2.109603 -0.6 0.1 0.4
C -4.333889 -0.194698 3.321540 0.2 0.0 -0.2
C -5.691703 0.067209 3.376677 -0.1 0.0 -0.1
C -6.378564 0.404820 2.225360 -0.2 0.0 0.1
C -5.701335 0.503843 1.025157 0.3 0.0 0.3
C -4.340488 0.253547 0.952281 0.2 -0.1 -0.4
C -3.626316 0.434287 -0.389340 -1.0 0.3 0.6
O -2.692076 1.411538 -0.310265 0.1 0.6 -0.2
N -3.049469 -0.852595 -0.782182 0.5 -0.6 -0.6
N -1.696699 -0.894979 -0.700060 0.0 -1.4 -0.5
C -1.052009 -2.003684 -1.092080 -2.6 1.2 0.0
C 0.303015 -2.118166 -1.029635 3.7 -1.1 -1.0
Br 1.154941 -0.526021 -0.069348 0.2 -1.0 0.2
C 1.213560 -2.994963 -1.641134 -1.5 2.8 2.4
C 1.036813 -3.680415 -2.853946 -0.3 -1.7 -1.8
C 2.132811 -4.441362 -3.343445 -0.7 0.5 0.5
C 2.012068 -5.206906 -4.474894 -0.3 -0.2 -0.5
C 0.804768 -5.249320 -5.171145 0.0 0.2 0.2
C -0.276573 -4.490594 -4.729768 0.2 -0.2 -0.4
C -0.162530 -3.701647 -3.611740 0.6 0.2 0.7
H -2.026781 -0.772687 2.916885 -0.1 0.1 -0.3
H -3.793626 -0.457053 4.222643 0.0 -0.1 0.1
H -6.211580 0.002311 4.318529 -0.1 0.0 0.1
H -7.437466 0.596404 2.254951 -0.2 0.0 0.1
H -6.224697 0.787106 0.126134 -0.1 0.0 -0.2
H -4.389706 0.710747 -1.142616 0.1 -0.3 0.1
H -3.480296 -1.339627 -1.566107 0.3 0.1 0.2
H -1.643053 -2.861640 -1.401092 0.0 0.1 0.1
H 2.182626 -3.082859 -1.171742 0.2 0.3 -0.1
H 3.068615 -4.400042 -2.806096 0.1 -0.1 0.1
H 2.854886 -5.777314 -4.834662 0.1 0.0 0.0
H 0.709713 -5.840708 -6.067538 0.0 -0.1 -0.1
H -1.206446 -4.507132 -5.279864 0.0 0.0 -0.1
H -0.990536 -3.078025 -3.318100 -0.1 0.0 0.0
S -0.306119 4.844721 1.695126 -0.1 -0.3 0.1
C -0.127842 3.775817 3.020453 0.1 0.0 -0.2
C -0.260390 2.486649 2.615154 0.2 0.4 0.7
N -0.499620 2.343137 1.283440 -0.1 0.4 -0.4
C -0.556660 3.497162 0.677511 0.1 0.5 0.0
H 0.072624 4.143014 4.005658 0.0 0.0 0.2
H -0.181702 1.617005 3.250798 -0.1 0.0 -0.1
H -0.748981 3.600182 -0.377679 -0.1 0.0 0.0
C 2.628428 2.326986 0.643781 0.2 -0.1 0.1
C 3.986717 2.513499 0.788047 0.3 0.0 0.0
C 4.672250 2.061116 1.950125 -0.1 -0.1 0.0
C 6.023896 2.244316 2.087640 0.1 -0.1 0.3
C 6.751568 2.901253 1.097588 -0.3 0.0 0.0
C 6.107679 3.351871 -0.053074 0.0 0.2 -0.2
C 4.758956 3.162787 -0.213923 -0.1 -0.1 -0.1
H 2.108344 2.633764 -0.247334 -0.1 0.1 -0.1
H 2.059302 1.870047 1.433833 -0.2 0.0 0.1
H 4.115375 1.540512 2.714850 -0.1 0.0 0.1
H 6.528221 1.883143 2.972331 0.0 0.0 0.0
H 7.810181 3.063195 1.224237 0.1 0.0 0.0
H 6.671499 3.860737 -0.820914 0.0 0.0 0.0
H 4.259890 3.496519 -1.110993 0.0 0.1 -0.1

24
Properties=species:S:1:pos:R:3:forces:R:3 method="wB97M-V/def2-TZVPD" total_energy_ev=-12483.5196 relative_energy_kj_mol=984.9 homo_energy_ha=-0.3142 lumo_energy_ev=-3.75 orbital_gap_ev=4.80
C -0.332551 -0.037358 -1.954472 -3.6 0.1 0.4
C -0.091735 1.055354 -0.944637 -5.2 1.2 -2.8
N -1.231250 1.231686 -0.056709 3.5 -1.8 0.7
C -0.775746 1.506772 1.289993 -0.9 1.7 0.2
N 0.566980 -2.026197 1.418146 0.7 1.0 -0.2
H -0.651143 -0.968539 -1.480303 -0.3 0.3 0.2
H 0.600556 -0.273187 -2.465835 -0.1 0.0 -0.9
H -1.097371 0.245443 -2.701680 0.3 0.1 0.0
H 0.831112 0.754764 -0.337806 -1.8 1.1 0.3
H 0.115942 2.024918 -1.441432 0.7 -0.3 0.7
H -1.733404 0.286770 -0.005130 -1.1 -1.0 0.3
H -0.091613 2.345350 1.285811 0.2 0.2 -0.1
H -0.195207 0.650470 1.699682 -0.8 0.3 -0.2
H -1.601474 1.792800 1.943569 -0.2 -0.5 0.0
H 0.926007 -2.322280 0.519674 0.3 -0.5 0.2
H 1.259564 -0.236010 1.230299 0.2 -1.3 0.4
H 2.589679 0.080769 -2.038332 0.5 0.0 0.6
O 1.605037 0.629805 0.937523 1.0 0.3 -0.3
H 1.792631 0.492195 -0.033268 3.1 -1.1 1.2
H -0.427867 -1.879192 1.260300 -0.7 0.0 0.1
O 1.728840 0.027146 -1.587190 4.2 -0.3 -0.1
H 0.768085 -2.657082 2.175966 0.1 -0.2 -0.2
H -2.721929 -1.501712 0.768535 0.1 0.1 -0.1
O -1.833154 -1.222688 0.517299 -0.2 0.6 -0.3